Density functional theory data (the ωB97M-V functional and the def2-TZVPD basis) for C35H37ClO4P2Pt as an isolated structure in a non-equilibrium geometry.

Element x y z (Å)
Pt1 -1.21 0.87 -1.10
C1 -2.45 1.03 -2.70
C2 -2.19 -0.39 -2.59
C3 -1.21 -1.09 -3.51
C4 0.11 -0.29 -3.60
C5 0.37 0.58 -2.38
C6 0.33 2.01 -2.38
C7 -0.58 2.84 -3.21
C8 -1.84 2.02 -3.68
C9 1.65 -0.15 3.45
H1 -3.39 1.35 -2.26
H2 -3.02 -1.04 -2.28
H3 -1.61 -1.31 -4.52
H4 -0.94 -2.09 -3.10
H5 0.95 -1.00 -3.63
H6 0.10 0.32 -4.52
H7 1.16 0.17 -1.71
H8 1.29 2.47 -2.06
H9 -0.06 3.17 -4.10
H10 -0.87 3.80 -2.73
H11 -2.59 2.78 -3.92
H12 -1.59 1.52 -4.61
H13 2.73 -0.05 3.65
H14 1.21 -1.08 3.84
H15 1.11 0.69 3.88
P1 -1.23 -1.34 -0.32
P2 2.37 -0.24 0.82
C10 0.39 -1.97 -0.54
C11 1.62 -1.42 -0.27
C12 -2.34 -2.42 0.53
C13 -2.84 -3.49 -0.24
C14 -3.66 -4.44 0.35
C15 -3.98 -4.34 1.71
C16 -3.50 -3.27 2.46
C17 -2.70 -2.29 1.88
C18 -2.81 0.92 0.18
C19 -2.75 2.22 0.76
C20 -3.84 3.02 0.40
C21 -5.07 2.43 0.11
C22 -5.20 1.03 0.09
C23 -4.04 0.24 0.15
C24 3.78 -1.13 1.41
C25 3.50 -2.41 1.92
C26 4.52 -3.18 2.45
C27 5.84 -2.72 2.39
C28 6.12 -1.46 1.85
C29 5.09 -0.66 1.34
C30 2.81 1.37 0.12
C31 2.35 2.53 0.76
C32 2.79 3.80 0.37
C33 3.69 3.93 -0.70
C34 4.22 2.77 -1.30
C35 3.73 1.51 -0.95
H16 0.40 -3.00 -0.91
H17 2.41 -2.01 -0.73
H18 -2.61 -3.56 -1.30
H19 -4.05 -5.26 -0.23
H20 -4.61 -5.10 2.18
H21 -3.75 -3.20 3.51
H22 -2.38 -1.42 2.46
H23 -1.89 2.63 1.28
H24 -3.71 4.09 0.31
H25 -5.94 3.05 -0.12
H26 -6.19 0.60 -0.06
H27 -4.18 -0.84 0.13
H28 2.48 -2.82 1.85
H29 4.29 -4.14 2.90
H30 6.65 -3.32 2.80
H31 7.14 -1.08 1.82
H32 5.29 0.30 0.85
H33 1.67 2.44 1.60
H34 2.42 4.68 0.90
H35 3.97 4.92 -1.06
H36 5.03 2.86 -2.04
H37 4.07 0.63 -1.49
O1 -0.14 1.89 4.19
Cl1 -1.40 1.06 3.97
O2 -1.25 -0.22 4.71
O3 -1.46 0.75 2.48
O4 1.39 -0.05 2.04

Output
net charge	+2
ΔE to the lowest compared entry with this formula, charge and spin	0.0	kJ/mol
E_HOMO (alpha / beta)	-0.4445 / -0.4776	hartree
2S+1	5
gap between HOMO and LUMO (alpha / beta)	6.5 / 3.3	eV

The net atomic charges from Löwdin, expressed in e, are:
1. Pt 1.181
2. C -0.263
3. C -0.283
4. C -0.179
5. C -0.153
6. C -0.372
7. C -0.181
8. C -0.192
9. C -0.144
10. C -0.033
11. H 0.105
12. H 0.113
13. H 0.139
14. H 0.096
15. H 0.125
16. H 0.118
17. H 0.043
18. H 0.108
19. H 0.121
20. H 0.129
21. H 0.122
22. H 0.108
23. H 0.115
24. H 0.111
25. H 0.038
26. P 1.043
27. P 0.940
28. C -0.303
29. C -0.233
30. C -0.423
31. C -0.091
32. C -0.052
33. C -0.033
34. C -0.047
35. C -0.075
36. C -0.381
37. C -0.134
38. C -0.073
39. C -0.061
40. C -0.054
41. C -0.108
42. C -0.311
43. C -0.084
44. C -0.042
45. C -0.029
46. C -0.040
47. C -0.041
48. C -0.291
49. C -0.063
50. C -0.048
51. C -0.040
52. C -0.047
53. C -0.090
54. H 0.098
55. H 0.105
56. H 0.107
57. H 0.117
58. H 0.122
59. H 0.117
60. H 0.078
61. H 0.088
62. H 0.118
63. H 0.119
64. H 0.119
65. H 0.098
66. H 0.121
67. H 0.122
68. H 0.123
69. H 0.122
70. H 0.107
71. H 0.105
72. H 0.123
73. H 0.125
74. H 0.124
75. H 0.124
76. O -0.322
77. Cl 1.112
78. O -0.320
79. O -0.416
80. O -0.294



Density functional theory data (the ωB97M-V functional and the def2-TZVPD basis) for C35H37ClO4P2W as an isolated structure in a non-equilibrium geometry.

Element x y z (Å)
W1 0.22 -0.98 -1.61
C1 1.93 -2.03 -2.06
C2 2.19 -0.59 -1.83
C3 2.32 0.33 -3.01
C4 1.16 0.25 -4.05
C5 -0.14 -0.21 -3.45
C6 -0.54 -1.64 -3.42
C7 0.33 -2.75 -3.88
C8 1.79 -2.62 -3.43
C9 -2.18 0.53 2.29
H1 2.30 -2.71 -1.29
H2 2.81 -0.34 -0.97
H3 3.29 0.14 -3.52
H4 2.37 1.38 -2.67
H5 0.98 1.26 -4.46
H6 1.46 -0.33 -4.92
H7 -0.98 0.48 -3.53
H8 -1.58 -1.79 -3.66
H9 0.27 -2.87 -4.98
H10 -0.08 -3.70 -3.51
H11 2.21 -3.64 -3.39
H12 2.41 -2.10 -4.18
H13 -1.83 -0.47 2.58
H14 -3.17 0.70 2.73
H15 -1.49 1.28 2.70
P1 1.36 0.47 1.44
P2 -2.28 0.65 0.52
C10 0.62 0.77 -0.22
C11 -0.80 0.69 -0.61
C12 2.60 1.71 1.89
C13 3.49 2.32 0.98
C14 4.42 3.26 1.45
C15 4.45 3.62 2.80
C16 3.55 3.04 3.69
C17 2.64 2.09 3.24
C18 2.13 -1.15 1.24
C19 1.30 -2.23 0.87
C20 1.77 -3.53 1.14
C21 3.10 -3.72 1.53
C22 3.98 -2.64 1.66
C23 3.48 -1.35 1.55
C24 -3.32 2.09 0.15
C25 -2.87 3.38 0.51
C26 -3.69 4.49 0.28
C27 -4.96 4.31 -0.29
C28 -5.40 3.04 -0.66
C29 -4.59 1.92 -0.44
C30 -3.03 -0.88 -0.07
C31 -3.58 -1.78 0.85
C32 -3.93 -3.07 0.43
C33 -3.76 -3.44 -0.90
C34 -3.24 -2.54 -1.82
C35 -2.89 -1.25 -1.42
H16 1.16 1.61 -0.68
H17 -1.03 1.36 -1.45
H18 3.46 2.07 -0.08
H19 5.12 3.72 0.75
H20 5.18 4.35 3.16
H21 3.54 3.32 4.75
H22 1.94 1.64 3.94
H23 0.25 -2.09 0.44
H24 1.10 -4.39 1.06
H25 3.46 -4.73 1.72
H26 5.03 -2.80 1.89
H27 4.12 -0.49 1.73
H28 -1.88 3.49 0.97
H29 -3.35 5.48 0.56
H30 -5.60 5.18 -0.46
H31 -6.38 2.90 -1.11
H32 -4.91 0.92 -0.72
H33 -3.73 -1.47 1.89
H34 -4.33 -3.78 1.16
H35 -4.06 -4.44 -1.24
H36 -3.09 -2.83 -2.87
H37 -2.54 -0.53 -2.16
O1 -0.64 2.05 4.99
Cl1 -0.22 0.87 5.81
O2 1.28 0.75 5.81
O3 -0.85 -0.39 5.33
O4 0.36 0.37 2.55

Output
net charge	+2
E_HOMO (alpha / beta)	-0.5143 / -0.5205	hartree
2S+1	3
gap between HOMO and LUMO (alpha / beta)	6.6 / 5.9	eV

The net atomic charges from Löwdin, expressed in e, are:
1. W 1.585
2. C -0.255
3. C -0.337
4. C -0.172
5. C -0.171
6. C -0.316
7. C -0.317
8. C -0.186
9. C -0.169
10. C -0.195
11. H 0.107
12. H 0.099
13. H 0.140
14. H 0.113
15. H 0.129
16. H 0.121
17. H 0.124
18. H 0.092
19. H 0.140
20. H 0.123
21. H 0.136
22. H 0.124
23. H 0.063
24. H 0.101
25. H 0.041
26. P 0.767
27. P 1.058
28. C -0.318
29. C -0.373
30. C -0.276
31. C -0.079
32. C -0.059
33. C -0.043
34. C -0.038
35. C -0.060
36. C -0.295
37. C -0.142
38. C -0.059
39. C -0.044
40. C -0.032
41. C -0.044
42. C -0.312
43. C -0.071
44. C -0.047
45. C -0.036
46. C -0.050
47. C -0.065
48. C -0.328
49. C -0.048
50. C -0.028
51. C -0.036
52. C -0.065
53. C -0.134
54. H 0.087
55. H 0.093
56. H 0.096
57. H 0.116
58. H 0.121
59. H 0.121
60. H 0.063
61. H 0.100
62. H 0.122
63. H 0.123
64. H 0.124
65. H 0.114
66. H 0.117
67. H 0.119
68. H 0.122
69. H 0.121
70. H 0.108
71. H 0.114
72. H 0.126
73. H 0.129
74. H 0.117
75. H 0.096
76. O -0.348
77. Cl 1.050
78. O -0.336
79. O -0.334
80. O -0.346



Density functional theory data (the ωB97M-V functional and the def2-TZVPD basis) for C35H37ClOPW as an isolated structure in a non-equilibrium geometry.

Element x y z (Å)
C1 0.17 -0.97 3.04
C2 -0.64 0.17 2.81
C3 -1.82 -0.24 2.13
H1 -0.36 1.20 3.02
C4 -1.84 -1.66 2.10
C5 -0.58 -2.15 2.59
H2 -0.27 -3.18 2.69
H3 1.17 -1.01 3.46
H4 -2.62 0.42 1.76
H5 -2.66 -2.27 1.71
W1 -0.11 -0.99 0.71
Cl1 -1.55 -1.82 -0.85
P1 -1.90 2.18 -0.85
C6 -3.68 2.56 -0.56
C7 -4.16 3.82 -0.17
H6 -3.47 4.64 0.03
C8 -5.53 4.03 -0.03
H7 -5.90 5.02 0.27
C9 -6.44 2.99 -0.25
H8 -7.51 3.16 -0.14
C10 -5.96 1.73 -0.63
H9 -6.66 0.91 -0.81
C11 -4.59 1.50 -0.76
H10 -4.22 0.51 -1.03
C12 -1.13 3.70 -0.18
C13 -0.90 3.75 1.21
H11 -1.20 2.90 1.83
C14 -0.31 4.87 1.79
H12 -0.13 4.89 2.86
C15 0.05 5.97 0.99
H13 0.50 6.85 1.45
C16 -0.18 5.93 -0.39
H14 0.09 6.78 -1.01
C17 -0.75 4.79 -0.98
H15 -0.89 4.77 -2.06
C18 -1.77 2.46 -2.65
C19 -2.78 3.04 -3.44
H16 -3.73 3.33 -2.99
C20 -2.57 3.25 -4.81
H17 -3.35 3.72 -5.41
C21 -1.37 2.86 -5.41
H18 -1.21 3.01 -6.48
C22 -0.37 2.26 -4.63
H19 0.57 1.95 -5.10
C23 -0.57 2.05 -3.27
H20 0.21 1.58 -2.67
C24 3.02 -1.30 -1.84
C25 2.60 -2.77 -1.79
C26 3.05 -3.44 -3.10
C27 3.12 -3.48 -0.58
C28 4.12 -4.45 -0.66
C29 4.60 -5.08 0.49
C30 4.06 -4.79 1.73
C31 3.05 -3.84 1.85
C32 2.48 -3.59 3.22
C33 1.86 -4.85 3.84
C34 3.54 -3.06 4.19
C35 2.61 -3.12 0.70
O1 1.81 -2.08 0.82
H21 4.11 -1.23 -1.87
H22 2.67 -0.74 -0.96
H23 2.61 -0.82 -2.74
H24 1.50 -2.83 -1.76
H25 4.13 -3.35 -3.24
H26 2.77 -4.50 -3.11
H27 2.54 -2.95 -3.94
H28 4.55 -4.74 -1.62
H29 5.41 -5.81 0.41
H30 4.44 -5.31 2.63
H31 1.71 -2.83 3.14
H32 2.61 -5.64 3.88
H33 1.54 -4.61 4.86
H34 1.01 -5.21 3.26
H35 3.92 -2.09 3.86
H36 3.08 -2.97 5.19
H37 4.37 -3.77 4.23

Output
net charge	+1
E_HOMO (alpha / beta)	-0.3820 / -0.3817	hartree
2S+1	3
gap between HOMO and LUMO (alpha / beta)	5.3 / 5.4	eV

The net atomic charges from Löwdin, expressed in e, are:
1. C -0.146
2. C -0.120
3. C -0.205
4. H 0.115
5. C -0.196
6. C -0.164
7. H 0.124
8. H 0.124
9. H 0.120
10. H 0.121
11. W 1.348
12. Cl 0.127
13. P 1.054
14. C -0.398
15. C -0.078
16. H 0.105
17. C -0.068
18. H 0.111
19. C -0.072
20. H 0.111
21. C -0.081
22. H 0.108
23. C -0.116
24. H 0.093
25. C -0.396
26. C -0.121
27. H 0.073
28. C -0.082
29. H 0.107
30. C -0.072
31. H 0.110
32. C -0.065
33. H 0.112
34. C -0.074
35. H 0.106
36. C -0.392
37. C -0.076
38. H 0.106
39. C -0.068
40. H 0.111
41. C -0.072
42. H 0.110
43. C -0.080
44. H 0.108
45. C -0.116
46. H 0.090
47. C -0.065
48. C -0.389
49. C -0.082
50. C -0.132
51. C -0.026
52. C -0.062
53. C -0.042
54. C -0.121
55. C -0.404
56. C -0.056
57. C -0.054
58. C -0.265
59. O -0.244
60. H 0.097
61. H 0.047
62. H 0.079
63. H 0.118
64. H 0.087
65. H 0.090
66. H 0.083
67. H 0.111
68. H 0.112
69. H 0.123
70. H 0.057
71. H 0.082
72. H 0.085
73. H 0.081
74. H 0.089
75. H 0.084
76. H 0.082